9
Properties=species:S:1:pos:R:3:mulliken_charge:R:1 method="wB97M-V/def2-TZVPD" relative_energy_kcal_mol=87.6 homo_lumo_gap_ev="7.091 / 7.295" total_energy_ha=-1004.24800
C 1.10 0.70 -0.19 0.184
C 1.46 -0.57 0.05 -0.637
N -0.04 1.41 0.02 -0.328
O -3.63 -0.86 -0.06 -0.447
S -1.56 0.95 -0.01 0.145
S -2.19 -0.95 -0.04 0.374
H 1.78 1.53 -0.28 0.329
H 2.42 -1.13 0.07 0.269
H 0.66 -1.09 0.44 0.112

=====

84
Properties=species:S:1:pos:R:3:mulliken_charge:R:1 method="wB97M-V/def2-TZVPD" relative_energy_kcal_mol=31.2 homo_lumo_gap_ev=5.221 total_energy_ha=-7813.95898 total_charge=+1
Sc -0.30 -0.01 0.99 -1.057
C -4.45 -2.16 0.63 -0.761
C -3.45 -1.26 0.96 -0.555
N -2.26 -1.27 0.36 0.825
C -2.06 -2.21 -0.58 0.312
C -3.10 -3.08 -0.93 -0.409
N -4.27 -3.06 -0.33 -0.597
C -0.72 -2.26 -1.18 -0.498
C -0.36 -3.23 -2.07 -0.511
C 0.96 -3.26 -2.59 0.873
C 1.83 -2.31 -2.13 -1.181
C 1.41 -1.31 -1.21 0.215
N 0.12 -1.29 -0.75 0.669
C 2.28 -0.32 -0.74 0.286
C 3.68 -0.50 -0.66 -0.860
N 4.51 0.27 -0.03 -0.681
C 3.94 1.38 0.58 -0.968
C 2.64 1.68 0.53 -0.593
N 1.68 0.85 -0.12 1.959
C 1.37 -4.27 -3.60 1.014
C 2.61 -4.23 -4.23 -0.579
C 2.94 -5.18 -5.18 -0.400
N 2.12 -6.17 -5.54 -0.606
C 0.94 -6.22 -4.94 -0.435
C 0.52 -5.31 -3.98 -0.500
H -5.41 -2.16 1.13 0.458
H -3.60 -0.51 1.72 0.300
H -2.98 -3.82 -1.71 0.506
H -1.08 -3.96 -2.38 0.281
H 2.85 -2.27 -2.49 0.331
H 4.11 -1.38 -1.12 0.455
H 4.63 2.03 1.10 0.453
H 2.27 2.61 0.94 0.458
H 3.34 -3.46 -4.01 0.319
H 3.90 -5.16 -5.67 0.381
H 0.28 -7.03 -5.25 0.376
H -0.46 -5.44 -3.54 0.313
C -4.15 1.79 -0.91 -1.211
Se -2.54 2.18 0.11 0.429
C -3.41 2.99 1.67 -1.021
C -3.86 1.99 2.72 -0.808
Se -2.35 0.96 3.45 0.516
C -3.41 -0.22 4.58 -1.112
H -4.58 2.74 -1.24 0.411
H -4.86 1.24 -0.30 0.374
H -3.87 1.20 -1.78 0.337
H -4.26 3.53 1.27 0.625
H -2.70 3.70 2.08 0.340
H -4.59 1.28 2.31 0.428
H -4.32 2.52 3.56 0.541
H -4.22 -0.68 4.01 0.347
H -3.81 0.34 5.42 0.397
H -2.73 -0.99 4.94 0.309
S 1.68 -1.05 4.99 -0.287
C 1.25 -2.57 4.35 -0.487
C 0.59 -2.46 3.16 -0.671
C 0.41 -1.12 2.71 0.720
C 0.96 -0.24 3.62 0.384
C 0.94 1.20 3.52 0.782
C 1.48 2.04 4.51 -1.070
C 1.40 3.40 4.37 -0.872
C 0.77 3.94 3.25 -1.170
C 0.27 3.06 2.32 -0.819
N 0.35 1.73 2.42 1.132
H 1.50 -3.47 4.89 0.492
H 0.25 -3.34 2.62 0.434
H 1.94 1.59 5.38 0.540
H 1.81 4.06 5.13 0.453
H 0.68 5.00 3.10 0.540
H -0.22 3.45 1.43 0.531
C 0.76 1.63 -0.99 0.520
C 1.41 2.62 -1.94 0.129
C 0.65 3.73 -2.32 -0.482
C 1.17 4.65 -3.21 -0.841
C 2.44 4.48 -3.73 -0.475
C 3.20 3.38 -3.35 -1.005
C 2.68 2.45 -2.46 -0.143
H 0.16 0.94 -1.58 0.793
H 0.11 2.20 -0.33 -0.710
H -0.34 3.86 -1.91 0.454
H 0.57 5.51 -3.51 0.425
H 2.85 5.20 -4.42 0.403
H 4.20 3.25 -3.74 0.432
H 3.29 1.59 -2.17 0.374

=====

12
Properties=species:S:1:pos:R:3:mulliken_charge:R:1 method="wB97M-V/def2-TZVPD" relative_energy_kcal_mol=52.2 homo_lumo_gap_ev=10.300 smiles="CC(=O)CN" total_energy_ha=-248.44330
C 0.84 -1.23 0.00 -1.219
C 0.80 0.20 0.45 0.665
O 1.85 0.80 0.84 -0.623
C -0.41 0.98 0.15 -0.284
N -1.47 0.35 -0.56 -0.486
H 0.37 -1.36 -0.97 0.354
H 1.86 -1.59 -0.03 0.339
H 0.28 -1.83 0.72 0.330
H 0.54 1.49 -0.52 0.180
H -0.66 1.69 0.94 0.335
H -2.18 0.98 -0.89 0.213
H -1.82 -0.49 -0.13 0.196

=====

16
Properties=species:S:1:pos:R:3:mulliken_charge:R:1 method="wB97M-V/def2-TZVPD" relative_energy_kcal_mol=0.0 homo_lumo_gap_ev=9.789 smiles="CC1=C[C@@H](C)SC1=O" total_energy_ha=-706.84616
C 0.38 2.44 -0.02 -1.269
C 0.25 0.98 -0.31 0.655
C 0.51 -0.01 0.62 -0.774
C 0.30 -1.41 0.06 0.076
C -0.84 -2.13 0.77 -1.176
S -0.15 -1.26 -1.70 -0.190
C -0.05 0.46 -1.65 0.521
O -0.21 1.11 -2.67 -0.608
H 1.09 2.97 -0.64 0.307
H 0.67 2.56 1.01 0.365
H -0.60 2.92 -0.08 0.280
H 0.86 0.16 1.63 0.380
H 1.23 -1.94 0.18 0.418
H -1.73 -1.47 0.67 0.327
H -1.07 -3.12 0.31 0.332
H -0.64 -2.28 1.82 0.357

=====

16
Properties=species:S:1:pos:R:3:mulliken_charge:R:1 method="wB97M-V/def2-TZVPD" relative_energy_kcal_mol=114.2 homo_lumo_gap_ev=7.479 smiles="CN(C)C#N.N=C=C=O" total_energy_ha=-434.06237
C -1.98 0.93 0.06 -0.912
N -0.92 -0.05 0.15 0.066
C -1.29 -1.44 0.02 -0.902
C 0.17 0.27 0.84 0.417
N 1.07 0.52 1.54 -0.496
H -2.75 0.75 0.82 0.319
H -1.58 1.93 0.20 0.324
H -2.45 0.85 -0.93 0.314
H -2.08 -1.71 0.74 0.322
H -1.72 -1.61 -0.97 0.313
H -0.43 -2.08 0.19 0.321
N 3.41 -0.80 -0.99 -0.514
C 2.54 0.03 -0.78 0.186
C 2.10 1.24 -0.22 0.460
O 1.89 2.39 -0.38 -0.452
H 4.03 -1.21 -0.29 0.234